# 1
Here is a molecular structure, C31H43N7O6PSTi from the OMol25 dataset. Energies are from ωB97M-V with the def2-TZVPD basis set.

The total charge is +1. The value obtained for the HOMO energy is -9.890 eV. The calculation puts the LUMO energy at -4.276 eV. The energy above the lowest of the compared OMol25 structures with the same formula, charge and spin comes out at 0.00 kcal per mole. Its molar mass is 720.64 g mol⁻¹. As for the largest force on an atom: 0.015 hartree/bohr. As for the spin multiplicity: 1.

The geometry in XYZ format:
```
90
Properties=species:S:1:pos:R:3:lowdin_charge:R:1
Ti 0.4181 -0.3432 -0.4728 1.00
O -4.7213 -0.9386 -4.3029 -0.01
C -5.0046 -0.5759 -3.1557 -0.69
O -6.0496 -0.5626 -2.4989 0.00
C -3.7753 -0.1003 -2.3549 -0.05
C -2.5848 0.1942 -2.9955 0.06
C -1.5394 0.6750 -2.2471 -0.22
N -1.5352 0.7632 -0.8868 0.06
C -2.7466 0.5902 -0.2789 -0.23
C -3.8497 0.1725 -0.9930 0.06
C -2.9005 0.9749 1.1600 -0.22
C -4.1305 0.8413 1.8017 0.02
C -4.2753 1.2976 3.0981 -0.02
C -3.1965 1.8898 3.7339 -0.04
C -2.0111 1.9780 3.0318 -0.12
N -1.8583 1.5291 1.7849 0.08
C -0.3661 1.2884 -2.8870 -0.20
C -0.4633 1.8881 -4.1357 0.02
C 0.6311 2.5593 -4.6408 -0.01
C 1.7895 2.6089 -3.8818 -0.01
C 1.8020 1.9776 -2.6574 -0.11
N 0.7449 1.3331 -2.1432 0.06
H -2.5270 0.0402 -4.0640 0.13
H -4.8316 0.0601 -0.5578 0.12
H -4.9748 0.3929 1.3049 0.12
H -5.2275 1.1976 3.6000 0.12
H -3.2689 2.2763 4.7397 0.11
H -1.1423 2.4457 3.4828 0.11
H -1.3969 1.8482 -4.6762 0.13
H 0.5795 3.0449 -5.6055 0.13
H 2.6733 3.1246 -4.2255 0.12
H 2.7028 2.0117 -2.0688 0.10
C 2.9667 1.2628 0.2165 -0.14
C 1.7201 1.9893 0.7271 -0.16
N 0.7751 0.9571 1.1936 -0.15
C 1.1918 0.3702 2.4920 -0.15
C 1.0309 -1.1375 2.4686 -0.20
N 1.4902 -1.6320 1.1517 -0.14
C 2.9689 -1.6848 1.0856 -0.14
C 3.4205 -1.1344 -0.2430 -0.14
N 2.5880 0.0463 -0.5600 -0.12
H 3.5827 0.9385 1.0556 0.12
H 3.5970 1.9239 -0.3788 0.13
H 1.2395 2.5650 -0.0634 0.11
H 1.9773 2.6825 1.5343 0.14
H -0.1893 1.3612 1.3219 0.07
H 0.6029 0.8009 3.3027 0.12
H 2.2320 0.6407 2.6758 0.12
H -0.0100 -1.4210 2.6112 0.06
H 1.6035 -1.5992 3.2774 0.14
H 1.0933 -2.5548 0.9867 0.06
H 3.3206 -2.7079 1.2268 0.14
H 3.3691 -1.0945 1.9111 0.12
H 3.2765 -1.8594 -1.0459 0.11
H 4.4799 -0.8633 -0.2291 0.15
H 2.7016 0.1658 -1.5704 0.06
S -1.2706 -1.8674 0.6252 0.78
C -1.9568 -2.5556 -0.7581 -0.71
N -2.4337 -3.0405 -1.6880 0.16
C 2.6149 -5.5763 -2.5630 -0.01
C 1.4802 -4.5976 -2.3272 -0.57
C 0.2778 -4.9058 -3.1982 -0.01
C 1.0956 -4.5367 -0.8614 -0.01
O 2.0664 -3.2949 -2.6962 -0.14
P 1.4328 -1.9222 -3.0690 0.34
O 2.4874 -0.9082 -3.2711 -0.22
O 0.4894 -1.5022 -1.8343 -0.35
O 0.3741 -2.1071 -4.1783 -0.14
C 0.5912 -2.1970 -5.6472 -0.57
C 1.8795 -2.9416 -5.9308 -0.02
C -0.6284 -2.9404 -6.1527 0.00
C 0.6377 -0.7717 -6.1590 -0.02
H 2.2872 -6.5855 -2.3160 0.10
H 3.4756 -5.3281 -1.9432 0.09
H 2.9241 -5.5590 -3.6065 0.09
H -0.1360 -5.8642 -2.8845 0.11
H 0.5632 -4.9885 -4.2461 0.07
H -0.5082 -4.1573 -3.0989 0.07
H 0.6872 -5.4998 -0.5562 0.11
H 0.3249 -3.7816 -0.6854 0.03
H 1.9785 -4.3404 -0.2464 0.08
H 1.8626 -3.9453 -5.5044 0.07
H 2.7498 -2.4067 -5.5502 0.09
H 1.9818 -3.0368 -7.0119 0.10
H -0.6238 -3.9772 -5.8211 0.08
H -0.6316 -2.9273 -7.2426 0.10
H -1.5427 -2.4673 -5.7967 0.10
H 1.4665 -0.2261 -5.7066 0.08
H -0.2989 -0.2609 -5.9387 0.08
H 0.7748 -0.7839 -7.2401 0.10
```

# 2
Here is 7 unconnected molecules or ions with the total composition C31H44Br2N3O13 from the OMol25 dataset. Energies are from ωB97M-V with the def2-TZVPD basis set.

The total charge is +1. The value obtained for the HOMO energy is -11.864 eV. The calculation puts the LUMO energy at -2.878 eV. Its molar mass is 826.51 g mol⁻¹. As for the largest force on an atom: 0.030 hartree/bohr. As for the spin multiplicity: 1.

The geometry in XYZ format:
```
93
Properties=species:S:1:pos:R:3:lowdin_charge:R:1
C 3.0471 -1.3534 -0.4628 -0.08
C 2.6569 -0.1638 -1.3260 -0.26
C 1.3691 -0.3760 -2.0816 -0.64
Br 1.1412 0.9156 -3.5167 0.85
N 0.1869 -0.4760 -1.2186 0.01
C -0.6111 0.5232 -0.6276 -0.64
Br -0.3358 2.3611 -0.7422 0.88
C -1.5978 -0.0604 0.0562 -0.05
N -1.4380 -1.4351 -0.1049 0.20
C -0.3713 -1.6278 -0.8669 -0.29
N 0.0764 -2.9096 -1.2494 0.23
C -0.5219 -3.3169 -2.2558 -0.24
O -1.0723 -3.6906 -3.1808 0.29
H 2.4323 -1.4476 0.4328 0.08
H 4.0634 -1.2062 -0.1218 0.07
H 3.0561 -2.2841 -1.0237 0.08
H 3.4313 -0.0619 -2.0824 0.08
H 2.6683 0.7709 -0.7713 0.12
H 1.4459 -1.3230 -2.5960 0.09
H -2.3946 0.3952 0.6207 0.10
H -2.0155 -2.1665 0.2753 0.19
O -3.0488 1.2709 2.2896 0.06
C -2.1423 1.8780 2.8086 -0.48
O -1.1597 1.2595 3.4782 0.04
C -0.2853 2.2467 4.0829 -0.12
C -0.4962 3.5088 3.2694 -0.15
C -1.9552 3.3776 2.8498 -0.06
H -0.5777 2.3693 5.1259 0.12
H 0.7392 1.8856 4.0476 0.13
H -0.2765 4.4130 3.8190 0.09
H 0.1446 3.4845 2.3839 0.10
H -2.6335 3.7959 3.5931 0.12
H -2.1563 3.8185 1.8773 0.12
O 5.5402 0.4315 -2.3513 0.10
C 6.0093 -0.6719 -2.4215 -0.49
O 6.0661 -1.5057 -1.3634 0.01
C 6.7743 -2.7162 -1.7244 -0.13
C 6.6679 -2.7997 -3.2375 -0.15
C 6.6398 -1.3244 -3.6355 -0.06
H 7.8062 -2.6247 -1.3828 0.13
H 6.3147 -3.5671 -1.2291 0.10
H 7.4744 -3.3695 -3.6910 0.12
H 5.7253 -3.2746 -3.5152 0.12
H 7.6418 -0.9144 -3.7685 0.14
H 6.0423 -1.1423 -4.5243 0.13
O -5.6288 4.5435 2.3713 0.12
C -6.2278 3.7251 1.7372 -0.49
O -6.9449 4.0292 0.6300 0.03
C -7.6354 2.8612 0.1511 -0.15
C -6.8561 1.6806 0.7151 -0.15
C -6.3439 2.2453 2.0375 -0.08
H -8.6641 2.8930 0.5150 0.13
H -7.6477 2.8774 -0.9360 0.12
H -7.4553 0.7778 0.8180 0.12
H -6.0112 1.4506 0.0625 0.11
H -7.0625 2.1055 2.8466 0.13
H -5.3779 1.8349 2.3166 0.09
O -1.8472 1.0321 -9.5328 0.14
C -1.6966 0.8306 -8.3693 -0.48
O -0.6139 1.2744 -7.6734 0.03
C -0.6579 0.7887 -6.3269 -0.22
C -2.1234 0.4661 -6.0627 -0.16
C -2.6071 0.0392 -7.4470 -0.07
H -0.0190 -0.0952 -6.2545 0.11
H -0.2780 1.5548 -5.6553 0.05
H -2.2652 -0.2880 -5.2890 0.11
H -2.6504 1.3695 -5.7520 0.12
H -2.4470 -1.0243 -7.6287 0.13
H -3.6474 0.2955 -7.6224 0.13
O 6.2128 -6.2225 -2.1985 0.12
C 5.5294 -6.5374 -1.2701 -0.49
O 5.5295 -5.8574 -0.0963 0.01
C 4.6975 -6.5318 0.8664 -0.15
C 3.7386 -7.3779 0.0400 -0.15
C 4.5924 -7.7258 -1.1782 -0.07
H 5.3371 -7.1372 1.5107 0.13
H 4.1869 -5.7905 1.4763 0.12
H 3.3577 -8.2429 0.5784 0.12
H 2.8847 -6.7729 -0.2710 0.11
H 5.1869 -8.6258 -1.0183 0.14
H 4.0056 -7.8233 -2.0866 0.13
O -1.1375 5.3806 5.5372 0.11
C -1.8069 5.1213 6.4995 -0.47
O -1.6797 5.7842 7.6632 0.04
C -2.5271 5.2003 8.6706 -0.14
C -3.6102 4.4640 7.8970 -0.15
C -2.8605 4.0336 6.6388 -0.08
H -1.9217 4.5295 9.2832 0.13
H -2.9240 5.9899 9.3027 0.13
H -4.0532 3.6422 8.4553 0.12
H -4.4087 5.1560 7.6277 0.12
H -2.3581 3.0733 6.7702 0.12
H -3.5055 4.0042 5.7648 0.12
```